[1]
The following is a DFT calculation (ωB97M-V/def2-TZVPD) of C24H68MgO11 as an isolated structure.

Values from the calculation:
- Largest force on an atom: 2.02 eV Å⁻¹
- Calculated total energy: -1982.926731 hartree

The geometry in XYZ format:
```
104
Properties=species:S:1:pos:R:3:mulliken_charge:R:1
Mg 0.99 -0.45 2.76 0.541
C -0.41 1.41 0.30 -0.693
C -0.42 -0.10 0.15 2.759
C 0.64 -0.54 -0.86 0.524
O -0.24 -0.75 1.34 -0.544
H -1.25 1.75 0.91 0.425
H -0.46 1.93 -0.67 0.070
H 0.48 1.77 0.84 -0.407
H -1.40 -0.39 -0.29 -1.672
H 1.63 -0.35 -0.40 -0.632
H 0.75 0.04 -1.79 0.237
H 0.58 -1.59 -1.14 -0.504
C 2.48 2.02 5.40 -1.505
C 1.59 2.32 4.17 0.785
C 2.39 3.07 3.09 -0.660
O 0.94 1.23 3.67 -0.548
H 2.18 1.07 5.85 0.265
H 2.31 2.77 6.17 0.400
H 3.55 2.01 5.18 0.288
H 0.83 3.04 4.54 0.032
H 3.16 3.69 3.55 0.522
H 1.73 3.72 2.51 0.085
H 2.82 2.35 2.38 -0.169
C 3.21 2.44 -0.81 -0.302
C 4.61 3.00 -0.62 -0.494
O 5.03 2.84 0.74 -0.471
H 3.23 1.35 -0.74 -0.058
H 2.89 2.69 -1.82 0.433
H 2.53 2.84 -0.07 0.009
H 4.63 4.07 -0.88 0.384
H 5.29 2.46 -1.29 0.245
H 5.57 3.60 0.98 0.270
C 2.77 -1.64 -4.05 -1.026
C 2.86 -2.88 -3.23 0.601
O 2.91 -4.00 -4.14 -0.559
H 2.61 -0.72 -3.48 0.198
H 1.91 -1.65 -4.73 0.228
H 3.59 -1.48 -4.75 0.376
H 1.99 -3.01 -2.57 -0.255
H 3.75 -2.91 -2.60 0.186
H 2.78 -4.81 -3.65 0.294
C -2.86 4.51 1.60 -1.150
C -1.48 4.68 2.16 0.472
O -1.10 6.04 2.31 -0.591
H -3.04 3.46 1.39 0.285
H -2.99 5.06 0.67 0.254
H -3.62 4.98 2.24 0.384
H -0.75 4.18 1.52 -0.175
H -1.37 4.16 3.12 0.267
H -0.96 6.24 3.23 0.329
C -1.84 3.58 -3.02 -0.846
C -2.84 3.35 -1.88 0.668
O -4.16 3.36 -2.38 -0.551
H -0.82 3.56 -2.61 0.229
H -1.98 4.56 -3.47 0.398
H -1.91 2.80 -3.78 0.076
H -2.63 4.04 -1.07 -0.227
H -2.67 2.34 -1.50 -0.120
H -4.45 4.27 -2.45 0.328
C -1.19 -0.47 -4.04 -0.227
C -1.88 -0.30 -5.34 -0.613
O -0.95 0.11 -6.37 -0.541
H -0.77 0.44 -3.61 0.076
H -0.48 -1.30 -4.02 0.227
H -1.88 -0.72 -3.21 0.122
H -2.73 0.38 -5.27 0.327
H -2.27 -1.26 -5.71 0.334
H -1.07 1.04 -6.55 0.293
C -0.26 -6.18 -0.82 -1.283
C -1.20 -5.03 -0.54 -0.065
O -0.41 -3.85 -0.52 -0.237
H 0.53 -6.26 -0.08 0.293
H 0.22 -6.02 -1.79 0.251
H -0.81 -7.12 -0.89 0.401
H -1.68 -5.19 0.43 0.292
H -1.96 -5.02 -1.32 0.254
H -0.98 -3.07 -0.49 0.017
C -4.34 -1.86 -0.71 -0.627
C -5.61 -1.11 -1.03 -0.434
O -6.70 -1.97 -0.76 -0.525
H -4.40 -2.33 0.27 0.384
H -3.48 -1.19 -0.66 -0.055
H -4.13 -2.63 -1.45 0.322
H -5.59 -0.83 -2.09 0.285
H -5.65 -0.19 -0.45 0.298
H -7.51 -1.52 -1.02 0.299
C 2.48 -2.98 1.44 -1.070
C 3.44 -1.82 1.43 -0.288
O 2.85 -0.69 2.10 -0.398
H 2.29 -3.33 2.46 0.221
H 2.89 -3.83 0.89 0.489
H 1.54 -2.75 0.94 0.151
H 3.70 -1.53 0.40 0.318
H 4.37 -2.10 1.94 0.469
H 3.49 0.04 2.05 0.151
C -1.48 -2.87 4.56 -1.347
C -0.21 -2.94 3.76 0.148
O 0.69 -1.85 4.13 -0.132
H -1.26 -2.89 5.63 0.361
H -2.12 -3.72 4.32 0.411
H -2.00 -1.94 4.35 0.296
H -0.44 -2.77 2.70 -0.012
H 0.30 -3.90 3.86 0.429
H 1.10 -2.09 4.96 0.250
```

***

[2]
The following is a DFT calculation (ωB97M-V/def2-TZVPD) of C24H69N3O9 as an isolated structure.

Values from the calculation:
- Largest force on an atom: 10.49 eV Å⁻¹
- Calculated total energy: -1796.130848 hartree

The geometry in XYZ format:
```
105
Properties=species:S:1:pos:R:3:mulliken_charge:R:1
C 0.92 -3.81 3.40 -1.542
C 1.40 -2.56 2.75 -0.111
C 1.90 -2.83 1.31 -0.452
O 2.45 -1.67 0.75 -0.438
C 3.18 -2.02 -0.51 -0.897
N 0.20 -1.71 2.71 0.206
H 0.49 -3.67 4.40 0.385
H 1.74 -4.53 3.41 0.502
H 0.18 -4.38 2.83 0.198
H 2.15 -2.03 3.34 0.475
H 1.03 -3.08 0.71 -0.472
H 2.52 -3.73 1.27 0.897
H 3.87 -1.24 -0.84 0.373
H 2.45 -2.25 -1.29 0.270
H 3.77 -2.92 -0.38 0.428
H 0.43 -0.80 2.35 -0.843
H -0.04 -1.43 3.65 0.387
C -0.59 0.84 3.15 -0.872
C -0.01 2.03 2.42 0.260
C 1.51 2.25 2.67 -0.374
O 1.77 2.38 4.06 -0.388
C 3.15 2.65 4.23 -0.811
N -0.31 1.89 1.04 0.270
H -0.17 -0.11 2.82 -1.147
H -1.66 0.73 3.01 -0.042
H -0.30 0.96 4.20 0.880
H -0.45 2.97 2.73 0.366
H 1.77 3.20 2.21 0.625
H 2.02 1.40 2.22 -0.148
H 3.34 3.72 4.12 0.295
H 3.86 2.06 3.66 0.293
H 3.35 2.44 5.28 0.311
H -0.02 0.97 0.74 -0.964
H -1.32 1.90 0.98 0.669
C -4.38 1.24 1.35 -1.668
C -2.89 1.06 1.17 0.655
C -2.40 1.18 -0.30 -0.346
O -2.90 0.16 -1.18 -0.518
C -2.29 0.25 -2.49 -1.509
N -2.27 2.03 2.06 -0.666
H -4.91 0.50 0.75 0.320
H -4.74 2.25 1.21 0.428
H -4.60 1.00 2.39 0.465
H -2.55 0.08 1.51 -1.324
H -1.31 1.13 -0.34 -1.365
H -2.64 2.18 -0.65 1.269
H -2.57 -0.52 -3.21 0.996
H -1.20 0.13 -2.49 -0.107
H -2.41 1.24 -2.93 0.481
H -2.61 2.92 1.73 0.458
H -2.59 1.94 3.01 0.322
C 3.41 2.21 -2.90 -1.337
C 2.72 0.81 -2.87 0.188
O 1.46 1.01 -3.51 -0.725
H 3.48 2.53 -3.94 0.267
H 4.41 2.21 -2.48 0.430
H 2.89 2.93 -2.27 0.434
H 2.58 0.48 -1.84 0.030
H 3.23 -0.03 -3.34 0.661
H 0.87 0.25 -3.56 0.603
C 0.28 0.01 -0.96 1.471
C 0.03 -0.67 0.35 0.681
O 1.05 -0.26 1.31 0.181
H -0.27 -0.46 -1.77 -0.173
H 1.33 -0.18 -1.20 -1.815
H 0.19 1.10 -0.91 -0.546
H 0.01 -1.74 0.18 -0.480
H -1.00 -0.47 0.63 0.221
H 1.80 -0.76 1.00 1.277
C -2.14 -1.39 1.52 0.082
C -2.05 -2.92 1.77 -1.873
O -0.75 -3.32 1.45 -0.564
H -2.16 -1.18 0.45 1.347
H -1.45 -0.74 2.06 0.775
H -3.15 -1.10 1.81 0.751
H -2.82 -3.43 1.19 0.425
H -2.11 -3.06 2.84 0.446
H -0.18 -2.74 1.97 -0.109
C 0.07 -3.22 -1.24 -0.647
C -1.27 -2.52 -1.30 -0.119
O -1.39 -1.92 -2.59 -0.381
H 0.28 -3.61 -0.25 0.593
H 0.84 -2.46 -1.40 -0.295
H 0.18 -3.85 -2.12 0.426
H -1.47 -1.77 -0.54 -0.157
H -2.04 -3.29 -1.24 0.327
H -1.47 -2.65 -3.20 0.579
C -0.57 3.17 -1.73 -0.707
C 0.91 2.88 -1.50 -0.748
O 1.58 4.02 -0.89 -0.747
H -1.00 3.22 -0.73 0.102
H -1.02 2.38 -2.32 0.013
H -0.66 4.10 -2.28 0.551
H 1.32 2.68 -2.49 0.074
H 1.14 2.01 -0.89 1.835
H 1.16 4.13 -0.03 0.512
C 0.00 0.87 -5.16 -1.466
C -0.80 -0.24 -4.47 -0.421
O -0.17 -0.53 -3.22 -0.602
H 0.30 1.66 -4.47 0.332
H -0.62 1.47 -5.83 0.370
H 0.86 0.46 -5.69 0.311
H -0.81 -1.16 -5.07 0.536
H -1.85 0.04 -4.49 0.374
H -0.46 -1.38 -2.87 0.233
```

***

[3]
The following is a DFT calculation (ωB97M-V/def2-TZVPD) of a 8-piece molecular cluster, C24H70N6O8 overall.

Values from the calculation:
- SMILES: COC[C@H](C)N.COC[C@H](C)N.COC[C@H](C)N.COC[C@H](C)N.COC[C@H](C)N.COC[C@H](C)N.O.O
- Largest force on an atom: 3.68 eV Å⁻¹
- Calculated total energy: -1886.611398 hartree

The geometry in XYZ format:
```
108
Properties=species:S:1:pos:R:3:mulliken_charge:R:1
C -4.03 1.81 0.86 -0.819
O -3.14 0.76 0.91 -0.181
C -1.81 1.19 0.68 -0.684
C -0.87 -0.02 0.29 0.444
C 0.54 0.32 -0.13 -1.369
N -1.39 -0.55 -0.95 -0.664
H -4.04 2.28 -0.13 0.348
H -3.75 2.58 1.59 0.314
H -5.05 1.55 1.13 0.228
H -1.83 1.95 -0.10 0.211
H -1.38 1.71 1.54 0.394
H -0.95 -0.85 1.00 0.279
H 1.16 -0.55 -0.33 0.350
H 1.05 0.91 0.64 0.328
H 0.58 0.96 -1.00 0.333
H -1.25 0.09 -1.72 0.262
H -2.39 -0.51 -0.78 0.225
C -9.59 -1.71 2.68 -0.725
O -8.71 -2.43 1.82 -0.315
C -7.62 -3.01 2.48 -0.618
C -6.73 -3.74 1.42 0.276
C -5.37 -4.30 2.00 -1.398
N -6.40 -2.81 0.35 -0.648
H -10.50 -1.39 2.18 0.252
H -9.05 -0.79 2.90 0.296
H -9.80 -2.31 3.56 0.289
H -7.15 -2.17 3.00 0.363
H -7.87 -3.78 3.21 0.357
H -7.28 -4.57 0.97 0.345
H -4.65 -4.69 1.28 0.355
H -5.58 -5.02 2.79 0.373
H -4.90 -3.48 2.55 0.310
H -7.29 -2.47 0.01 0.335
H -6.02 -1.99 0.80 0.156
C -1.43 6.10 -3.38 -0.623
O -0.04 6.34 -3.68 -0.323
C 0.58 5.22 -4.37 -0.651
C 2.17 5.28 -4.27 0.385
C 2.83 4.23 -5.26 -1.353
N 2.61 4.89 -2.96 -0.717
H -1.77 7.05 -2.97 0.247
H -1.48 5.31 -2.63 0.216
H -2.03 5.74 -4.21 0.298
H 0.42 4.27 -3.87 0.302
H 0.33 5.06 -5.42 0.328
H 2.59 6.26 -4.49 0.365
H 3.92 4.28 -5.27 0.368
H 2.45 4.36 -6.27 0.367
H 2.64 3.24 -4.85 0.310
H 3.55 5.28 -2.94 0.241
H 2.12 5.41 -2.24 0.241
C 0.34 2.71 5.88 -0.724
O 0.93 1.53 6.49 -0.372
C 1.07 0.29 5.71 -0.666
C 2.08 -0.71 6.29 0.393
C 2.36 -1.91 5.41 -1.422
N 1.57 -1.11 7.59 -0.702
H -0.66 2.39 5.58 0.302
H 0.78 3.04 4.95 0.282
H 0.18 3.55 6.55 0.274
H 0.09 -0.14 5.50 0.362
H 1.59 0.55 4.79 0.347
H 3.10 -0.32 6.35 0.221
H 3.18 -2.48 5.85 0.345
H 2.62 -1.61 4.39 0.373
H 1.47 -2.54 5.41 0.356
H 0.88 -1.81 7.35 0.289
H 0.98 -0.31 7.80 0.343
C -4.13 0.30 -6.90 -0.708
O -3.62 -1.02 -6.70 -0.301
C -4.47 -2.00 -6.06 -0.645
C -3.60 -3.21 -5.64 0.352
C -3.03 -3.92 -6.86 -1.344
N -4.45 -4.23 -4.94 -0.752
H -3.49 0.59 -7.73 0.236
H -3.92 1.02 -6.11 0.228
H -5.18 0.17 -7.18 0.334
H -4.95 -1.58 -5.18 0.370
H -5.20 -2.41 -6.76 0.283
H -2.78 -2.87 -5.00 0.368
H -2.52 -4.85 -6.58 0.420
H -2.17 -3.29 -7.08 0.331
H -3.70 -4.09 -7.71 0.289
H -5.22 -4.44 -5.56 0.285
H -4.95 -3.70 -4.24 0.254
C 7.10 2.00 3.41 -0.693
O 8.34 1.34 3.50 -0.336
C 8.46 0.26 2.54 -0.817
C 9.85 -0.41 2.44 0.480
C 10.26 -0.89 3.87 -1.267
N 10.85 0.54 1.99 -0.692
H 7.30 2.99 3.82 0.249
H 6.33 1.61 4.08 0.233
H 6.76 2.11 2.38 0.318
H 7.70 -0.49 2.76 0.383
H 8.27 0.61 1.52 0.444
H 9.78 -1.32 1.85 0.246
H 11.34 -0.93 4.03 0.373
H 9.85 -1.87 4.09 0.320
H 9.93 -0.25 4.69 0.276
H 10.82 1.48 2.35 0.243
H 11.76 0.14 2.19 0.241
O 1.20 -4.25 -2.77 -0.650
H 0.61 -5.01 -2.69 0.322
H 0.72 -3.53 -2.37 0.321
O 7.38 -2.10 -2.59 -0.634
H 6.86 -2.37 -1.84 0.314
H 6.99 -2.56 -3.33 0.319
```

***

[4]
The following is a DFT calculation (ωB97M-V/def2-TZVPD) of a 10-piece molecular cluster, C24H71N14O10 overall.

Values from the calculation:
- Charge: -1
- Largest force on an atom: 10.77 eV Å⁻¹
- Calculated total energy: -2475.895239 hartree

The geometry in XYZ format:
```
119
Properties=species:S:1:pos:R:3:mulliken_charge:R:1
C 1.17 -1.39 -0.69 -0.998
C 0.31 -0.94 0.45 2.644
C 0.54 0.59 0.83 -1.161
O -1.03 -1.29 0.22 -0.839
H 2.22 -1.19 -0.45 0.225
H 0.85 -0.96 -1.64 -0.390
H 1.06 -2.43 -0.99 0.431
H 0.66 -1.56 1.27 -1.582
H 1.60 0.75 1.07 0.521
H -0.12 1.10 1.53 0.101
H 0.60 1.13 -0.11 0.149
C -2.91 2.96 -1.06 -1.395
C -3.69 3.28 0.15 1.163
C -5.05 2.66 0.40 -0.627
O -6.21 3.07 -0.46 -0.411
C -7.45 2.36 -0.22 -0.638
N -2.82 3.01 1.25 -0.540
H -3.44 2.89 -2.01 0.450
H -2.52 1.94 -1.04 0.292
H -2.19 3.76 -1.25 0.189
H -3.83 4.36 0.09 0.506
H -5.28 2.71 1.46 0.370
H -4.97 1.61 0.11 -0.079
H -8.06 2.64 0.63 0.280
H -7.27 1.32 -0.46 0.198
H -8.11 2.61 -1.05 0.293
H -2.70 2.00 1.20 -0.076
H -1.92 3.46 1.12 0.028
C 1.85 -4.67 1.10 -1.397
C 1.56 -4.91 2.57 0.366
C 2.89 -4.95 3.34 -0.529
O 2.60 -5.24 4.70 -0.387
C 2.17 -6.60 5.06 -0.659
N 0.80 -3.73 2.91 -0.284
H 2.32 -3.71 0.91 0.031
H 0.93 -4.82 0.54 0.404
H 2.48 -5.47 0.71 0.495
H 0.92 -5.74 2.84 0.358
H 3.25 -3.92 3.35 0.254
H 3.66 -5.69 3.16 0.353
H 2.29 -6.75 6.13 0.269
H 3.03 -7.16 4.70 0.298
H 1.15 -6.83 4.73 0.249
H 1.36 -2.90 2.78 -0.084
H 0.77 -3.71 3.92 0.227
C 4.55 1.62 -5.52 -1.629
C 4.09 0.70 -4.39 1.144
C 5.02 0.73 -3.19 -0.978
O 4.49 -0.14 -2.10 -0.086
C 5.42 -0.48 -1.04 -0.966
N 2.86 1.29 -4.07 -0.589
H 3.95 1.85 -6.40 0.364
H 5.49 1.21 -5.90 0.399
H 4.76 2.64 -5.20 0.346
H 3.89 -0.25 -4.88 -0.182
H 5.12 1.71 -2.74 0.369
H 6.06 0.59 -3.50 0.446
H 5.43 -1.56 -0.93 0.306
H 5.02 -0.24 -0.05 0.283
H 6.45 -0.13 -1.10 0.378
H 2.68 1.11 -3.09 0.159
H 2.12 0.95 -4.66 0.270
C 2.17 3.62 -0.22 -1.570
C 0.81 4.28 -0.07 1.985
C 0.53 4.94 1.26 -0.807
O -0.75 5.42 1.15 -0.322
C -1.52 5.68 2.32 -0.817
N 0.71 5.29 -1.13 -0.914
H 2.43 3.33 -1.24 0.327
H 2.28 2.68 0.32 0.235
H 2.88 4.36 0.15 0.420
H 0.00 3.60 -0.34 -0.637
H 1.21 5.77 1.43 0.500
H 0.68 4.26 2.10 0.247
H -1.20 6.61 2.79 0.293
H -1.39 4.88 3.05 0.343
H -2.56 5.63 2.01 0.217
H -0.22 5.68 -1.15 0.285
H 0.75 4.82 -2.03 0.298
C 2.33 -4.66 -3.70 0.630
O 1.80 -5.09 -2.74 -0.612
N 2.63 -3.39 -3.92 -0.242
N 2.68 -5.28 -4.71 -0.355
H 2.66 -2.86 -3.06 0.157
H 3.09 -3.25 -4.81 0.110
H 3.26 -4.79 -5.38 0.099
H 2.67 -6.28 -4.86 0.227
C -4.69 -1.93 -0.32 0.388
O -4.34 -2.43 0.67 -0.583
N -3.78 -1.52 -1.16 -0.196
N -5.94 -1.81 -0.60 -0.398
H -2.86 -1.65 -0.78 0.163
H -4.09 -0.71 -1.69 0.159
H -6.20 -1.96 -1.57 0.209
H -6.55 -2.14 0.14 0.245
C -2.61 -0.62 3.56 0.490
O -1.72 -1.41 3.60 -0.589
N -3.05 -0.04 2.48 0.163
N -3.30 -0.21 4.60 -0.471
H -3.73 0.71 2.55 0.178
H -2.52 -0.34 1.68 -0.252
H -2.99 -0.67 5.44 0.272
H -4.22 0.17 4.43 0.148
C 1.15 1.30 4.83 0.684
O 1.81 2.29 4.55 -0.754
N 1.36 0.11 4.44 -0.239
N 0.17 1.31 5.65 -0.394
H 0.95 -0.65 4.97 0.144
H 2.16 0.03 3.82 0.168
H 0.13 2.16 6.20 0.216
H -0.46 0.54 5.82 0.155
C -1.18 -0.06 -4.51 0.590
O -0.01 -0.10 -4.79 -0.646
N -1.66 -0.28 -3.30 -0.025
N -2.12 0.04 -5.44 -0.434
H -0.97 -0.15 -2.57 -0.092
H -2.61 -0.62 -3.29 0.129
H -3.11 0.08 -5.25 0.130
H -1.84 0.01 -6.41 0.238
```

***

Across the entries above, HOMO-LUMO gap takes the values 8.03, 7.77, 8.97, 5.62 eV, respectively.
Across the entries above, E_LUMO takes the values 0.0, 0.1, 0.2, 2.4 eV, respectively.
Across the entries above, energy relative to the best compared isomer or geometry (same formula, charge and spin) takes the values 200.03, 2696.17, 417.73, 639.45 kJ/mol, respectively.